Entry 1:
204
Properties=species:S:1:pos:R:3:mulliken_charge:R:1 method="wB97M-V/def2-TZVPD" homo_ev=-9.96 smiles="CCOP(=O)(OCC)OCC.CCOP(=O)(OCC)OCC.CCOP(=O)(OCC)OCC.CCOP(=O)(OCC)OCC.CCOP(=O)(OCC)OCC.CCOP(=O)(OCC)OCC.BrCCBr.BrCCBr.BrCCBr.BrCCBr.BrCCBr.BrCCBr"
Br -25.90 18.05 26.12 -0.208
C -25.40 17.56 24.26 0.282
C -26.65 17.10 23.54 -0.681
Br -26.01 16.56 21.70 0.030
H -24.62 16.79 24.34 0.260
H -24.96 18.46 23.75 -0.461
H -27.26 17.89 23.24 0.263
H -27.19 16.25 23.97 0.494
Br -23.50 22.19 27.63 0.029
C -25.45 22.30 27.97 -0.734
C -25.92 21.54 29.25 -0.462
Br -25.05 22.20 30.81 -0.135
H -25.80 21.89 26.98 0.325
H -25.67 23.39 28.05 0.361
H -25.74 20.47 29.04 0.235
H -27.00 21.67 29.38 0.405
Br -23.67 25.73 22.58 -0.177
C -22.20 25.14 23.63 -0.523
C -22.56 23.80 24.26 0.101
Br -21.02 23.21 25.26 -0.175
H -22.15 25.90 24.44 0.406
H -21.37 25.03 22.96 0.285
H -22.66 23.01 23.50 -0.386
H -23.40 23.89 24.94 0.528
Br -15.52 14.92 18.42 -0.190
C -17.45 14.73 18.36 -0.610
C -18.03 15.95 17.78 -0.144
Br -19.95 15.97 17.68 -0.017
H -17.88 14.52 19.34 0.367
H -17.69 13.91 17.71 0.470
H -17.78 16.12 16.75 0.464
H -17.67 16.88 18.26 -0.253
Br -20.31 14.63 25.78 -0.178
C -19.69 15.85 24.37 0.113
C -20.79 16.39 23.53 1.087
Br -21.79 15.03 22.66 -0.115
H -18.83 15.39 23.86 0.502
H -19.30 16.66 24.93 -0.376
H -20.44 17.02 22.72 -0.335
H -21.40 17.00 24.15 -0.558
Br -27.65 20.51 22.07 -0.174
C -25.95 20.33 21.13 0.258
C -25.50 21.78 20.93 -0.687
Br -23.90 21.91 19.72 -0.134
H -26.08 19.86 20.17 0.387
H -25.31 19.77 21.88 -0.477
H -25.09 22.29 21.88 0.207
H -26.32 22.29 20.45 0.670
C -15.02 20.16 28.96 -0.934
C -16.05 20.99 29.67 -0.263
O -17.39 20.79 29.16 -0.408
P -17.83 21.47 27.75 1.167
O -16.74 22.21 27.07 -0.743
O -19.12 22.21 28.26 -0.257
C -19.02 23.69 28.44 -0.117
C -20.37 24.14 28.82 -1.015
O -18.42 20.26 27.02 -0.413
C -17.61 19.06 26.69 0.132
C -16.65 19.37 25.61 -0.016
H -13.98 20.31 29.33 0.394
H -15.23 19.09 29.07 0.275
H -14.98 20.33 27.91 0.166
H -16.11 20.85 30.78 0.369
H -15.86 22.04 29.52 0.289
H -18.32 23.95 29.26 0.346
H -18.68 24.12 27.54 0.308
H -20.54 25.19 29.13 0.403
H -20.99 23.92 28.02 -0.029
H -20.72 23.51 29.64 0.303
H -17.16 18.71 27.64 0.200
H -18.36 18.34 26.30 -0.449
H -17.18 19.76 24.77 -0.469
H -15.97 20.16 25.89 0.123
H -16.24 18.41 25.22 0.435
C -24.68 10.71 16.30 -1.277
C -25.40 11.08 17.60 -0.137
O -25.32 12.49 17.67 -0.358
P -25.63 13.34 18.94 0.290
O -25.02 14.70 18.94 0.246
O -27.22 13.34 18.93 -0.397
C -28.07 14.42 19.28 0.391
C -29.04 14.80 18.19 -1.397
O -25.21 12.41 20.19 -0.368
C -24.70 13.02 21.36 0.438
C -25.55 12.76 22.55 -1.124
H -25.23 11.05 15.44 0.312
H -23.70 11.24 16.15 0.263
H -24.53 9.69 16.14 0.438
H -26.46 10.89 17.62 0.287
H -24.88 10.58 18.37 0.237
H -28.60 14.07 20.16 0.291
H -27.41 15.26 19.54 -0.130
H -29.67 14.00 17.81 0.359
H -29.72 15.59 18.58 0.356
H -28.51 15.20 17.33 0.313
H -23.65 12.63 21.39 0.318
H -24.63 14.09 21.09 -0.270
H -26.56 13.09 22.22 0.213
H -25.41 11.72 22.78 0.357
H -25.11 13.20 23.46 0.287
C -11.16 22.76 16.17 -1.364
C -12.55 23.23 16.50 0.204
O -13.56 22.35 15.88 -0.397
P -15.06 22.83 16.17 0.378
O -15.26 24.22 16.51 -0.723
O -15.80 22.36 14.82 -0.421
C -17.04 23.11 14.48 -0.304
C -16.85 24.10 13.37 -1.119
O -15.62 21.87 17.27 0.419
C -15.94 20.46 17.13 -0.514
C -16.58 19.96 18.36 0.774
H -11.21 22.52 15.07 0.299
H -10.44 23.51 16.35 0.414
H -10.81 21.92 16.73 0.316
H -12.69 23.34 17.57 0.014
H -12.74 24.27 16.17 0.320
H -17.78 22.34 14.29 0.441
H -17.45 23.63 15.36 0.322
H -17.81 24.62 13.15 0.340
H -16.07 24.77 13.80 0.264
H -16.57 23.71 12.37 0.267
H -16.58 20.40 16.25 0.572
H -14.98 19.88 17.08 0.177
H -16.66 18.87 18.27 -0.157
H -16.01 20.24 19.26 -0.606
H -17.57 20.41 18.52 0.137
C -17.63 23.34 23.46 -0.394
C -16.28 22.74 23.61 -0.261
O -16.10 21.87 22.40 0.870
P -14.77 20.97 22.41 0.137
O -13.68 21.50 23.24 -0.853
O -15.28 19.50 22.71 -0.347
C -16.54 19.05 22.07 2.329
C -16.48 17.52 22.07 -1.716
O -14.50 20.88 20.82 -0.362
C -13.91 21.92 20.05 -0.524
C -14.48 23.29 20.14 -1.069
H -17.78 23.94 24.32 0.597
H -17.80 23.93 22.53 0.250
H -18.42 22.57 23.52 -0.561
H -15.51 23.48 23.59 0.398
H -16.29 22.08 24.48 -0.063
H -17.34 19.53 22.60 -0.314
H -16.64 19.54 21.10 -0.777
H -16.50 17.25 23.12 0.192
H -17.31 17.13 21.54 0.408
H -15.57 17.14 21.71 0.432
H -12.96 21.95 20.52 0.478
H -14.03 21.67 19.03 0.359
H -14.23 23.72 21.13 0.394
H -13.98 23.95 19.38 0.435
H -15.51 23.36 19.96 0.110
C -21.27 21.15 18.01 -1.070
C -22.10 20.25 17.04 0.337
O -21.37 19.11 16.55 0.247
P -21.93 18.11 15.45 0.172
O -22.84 18.72 14.50 -0.858
O -22.53 17.04 16.50 -0.019
C -23.92 16.68 16.40 -0.470
C -24.89 17.58 17.19 -0.813
O -20.62 17.46 14.91 -0.080
C -20.58 16.83 13.63 -0.305
C -19.76 17.70 12.75 -1.203
H -20.33 21.30 17.50 0.392
H -21.75 22.09 18.30 0.445
H -20.99 20.57 18.91 -0.055
H -23.04 19.85 17.54 -0.320
H -22.43 20.85 16.17 0.383
H -24.21 16.76 15.37 0.521
H -23.99 15.65 16.75 0.347
H -24.94 18.61 16.83 0.396
H -25.92 17.18 17.25 0.376
H -24.54 17.59 18.20 -0.147
H -20.12 15.86 13.87 0.303
H -21.61 16.81 13.25 0.350
H -20.35 18.61 12.60 0.311
H -18.72 17.93 13.08 0.255
H -19.75 17.26 11.76 0.413
C -19.26 21.50 21.15 -0.095
C -20.46 21.84 21.96 0.022
O -20.69 20.71 22.78 1.414
P -22.11 19.97 22.62 -0.580
O -23.29 20.88 22.58 -0.842
O -21.74 18.96 21.38 0.029
C -22.79 18.06 20.75 0.763
C -22.18 17.07 19.79 -0.616
O -22.12 18.96 23.83 0.663
C -22.46 19.54 25.20 0.557
C -21.98 18.76 26.36 -1.389
H -19.39 20.58 20.58 0.025
H -18.95 22.35 20.47 0.326
H -18.40 21.44 21.85 -0.824
H -20.33 22.67 22.68 -0.141
H -21.33 22.01 21.25 -0.050
H -23.29 17.47 21.56 -0.469
H -23.36 18.82 20.28 0.175
H -21.38 16.58 20.27 0.805
H -22.96 16.33 19.59 0.069
H -21.84 17.57 18.89 -0.461
H -21.99 20.52 25.21 -0.459
H -23.50 19.77 25.16 0.147
H -22.37 17.71 26.51 0.337
H -20.91 18.77 26.39 0.003
H -22.35 19.29 27.23 0.411

=====

Entry 2:
198
Properties=species:S:1:pos:R:3:mulliken_charge:R:1 method="wB97M-V/def2-TZVPD" homo_ev=-8.27
Na 2.78 2.07 -2.28 0.304
B 0.69 0.30 -2.17 0.481
F 0.03 -0.88 -2.49 -0.478
F 0.89 1.17 -3.26 -0.309
F -0.03 1.07 -1.23 -0.244
F 1.93 0.05 -1.59 -0.184
C 2.13 -2.74 0.09 -0.732
O 2.83 -3.96 0.10 -0.491
C 2.05 -4.98 0.70 -0.023
C 2.85 -6.27 0.71 -0.832
N 3.53 -6.49 1.98 -0.234
C 4.26 -7.74 2.06 -0.493
C 4.58 -8.08 3.51 -0.589
O 5.42 -9.21 3.53 -0.301
C 5.72 -9.61 4.86 -0.712
H 1.14 -2.81 -0.38 0.246
H 2.67 -2.05 -0.55 0.056
H 1.97 -2.27 1.07 0.443
H 1.12 -5.17 0.15 0.248
H 1.76 -4.69 1.71 0.185
H 3.61 -6.16 -0.07 0.249
H 2.25 -7.14 0.42 0.459
H 2.96 -6.34 2.80 0.249
H 5.17 -7.68 1.47 0.246
H 3.64 -8.57 1.67 0.251
H 3.63 -8.19 4.04 0.315
H 5.08 -7.18 3.91 0.386
H 6.26 -8.80 5.35 0.301
H 6.35 -10.49 4.76 0.250
H 4.82 -9.94 5.39 0.293
C 2.45 8.08 -4.41 -0.866
O 2.25 6.75 -3.98 -0.251
C 0.95 6.25 -4.18 -1.063
C 1.02 4.73 -4.04 0.119
N 1.42 4.33 -2.67 0.522
C 0.27 4.44 -1.74 -0.510
C 0.59 4.45 -0.25 -0.301
O 1.35 5.59 0.06 -0.487
C 1.57 5.79 1.44 -0.643
H 2.57 8.11 -5.50 0.313
H 3.39 8.45 -4.01 0.248
H 1.61 8.74 -4.19 0.325
H 0.62 6.48 -5.21 0.625
H 0.20 6.70 -3.52 0.345
H 1.80 4.43 -4.73 -0.073
H 0.00 4.37 -4.23 -0.092
H 2.00 5.13 -2.39 0.316
H -0.37 3.58 -1.98 -0.246
H -0.37 5.32 -1.88 0.447
H 1.09 3.52 0.05 -0.249
H -0.40 4.43 0.22 0.677
H 1.75 6.84 1.63 0.309
H 2.46 5.27 1.81 0.166
H 0.77 5.39 2.06 0.281
C -2.99 2.02 0.49 0.037
O -3.58 1.76 1.75 -0.447
C -2.60 1.67 2.75 0.415
C -3.24 1.08 3.98 0.172
N -4.28 1.98 4.53 -0.526
C -5.10 1.37 5.59 -0.815
C -4.26 0.92 6.76 -0.688
O -3.80 -0.41 6.55 -0.195
C -2.94 -0.78 7.63 -0.897
H -3.73 2.18 -0.29 0.108
H -2.34 1.20 0.16 -0.038
H -2.34 2.90 0.50 0.190
H -2.00 2.55 3.01 0.688
H -1.85 0.97 2.37 -0.497
H -2.57 0.78 4.78 -1.068
H -3.80 0.18 3.68 0.532
H -4.88 2.22 3.75 0.403
H -5.68 0.51 5.21 0.229
H -5.79 2.17 5.87 0.492
H -4.87 0.94 7.67 0.463
H -3.43 1.62 6.90 0.378
H -2.31 0.07 7.90 0.440
H -2.43 -1.70 7.33 0.284
H -3.53 -1.06 8.51 0.280
C -1.40 5.10 -6.91 -0.797
O -1.83 4.14 -5.97 -0.331
C -1.40 2.81 -6.28 -0.527
C -1.59 1.98 -5.03 1.576
N -2.98 1.78 -4.66 -0.166
C -3.10 0.90 -3.50 1.199
C -4.52 1.02 -2.98 -1.157
O -4.79 2.33 -2.50 -0.321
C -6.17 2.50 -2.24 -0.771
H -0.31 5.00 -7.04 0.281
H -1.64 6.08 -6.52 0.238
H -1.86 4.96 -7.89 0.310
H -0.32 2.84 -6.50 0.100
H -1.95 2.44 -7.14 0.601
H -1.05 2.36 -4.16 -1.487
H -1.06 1.03 -5.17 -0.102
H -3.43 2.67 -4.50 0.356
H -2.42 1.26 -2.71 -0.803
H -2.89 -0.12 -3.80 -0.064
H -4.74 0.27 -2.21 0.409
H -5.20 0.75 -3.80 0.657
H -6.41 2.41 -1.18 0.247
H -6.83 1.86 -2.83 0.315
H -6.43 3.51 -2.55 0.275
C 1.57 -5.22 -2.91 -0.536
O 1.24 -5.17 -4.28 -0.450
C 0.13 -4.34 -4.54 0.485
C -0.06 -4.20 -6.04 -0.945
N -1.27 -3.50 -6.44 -0.342
C -1.22 -2.06 -6.11 -0.261
C -2.47 -1.39 -6.64 0.194
O -3.50 -1.67 -5.69 -0.284
C -4.76 -1.15 -6.05 -0.917
H 1.96 -4.25 -2.58 0.220
H 2.32 -5.99 -2.74 0.286
H 0.66 -5.37 -2.32 0.288
H 0.22 -3.37 -4.03 -0.225
H -0.76 -4.81 -4.08 0.263
H 0.04 -5.20 -6.47 0.330
H 0.81 -3.69 -6.45 0.274
H -2.06 -3.88 -5.92 0.319
H -0.35 -1.62 -6.60 0.405
H -1.05 -1.92 -5.04 -0.040
H -2.72 -1.69 -7.66 0.513
H -2.29 -0.31 -6.54 -0.386
H -5.40 -1.31 -5.18 0.256
H -5.23 -1.57 -6.94 0.349
H -4.67 -0.08 -6.26 0.310
C 4.40 3.49 0.37 -0.505
O 4.26 2.28 -0.33 0.253
C 5.50 1.63 -0.51 -0.846
C 5.25 0.34 -1.31 -0.469
N 4.75 0.61 -2.65 0.155
C 5.67 1.31 -3.52 -0.726
C 5.08 1.39 -4.92 -0.893
O 3.81 2.01 -4.84 0.012
C 3.21 2.08 -6.10 -0.544
H 3.46 4.03 0.28 -0.249
H 5.12 4.25 0.03 0.403
H 4.63 3.37 1.43 0.356
H 6.00 1.33 0.42 0.436
H 6.21 2.30 -1.00 0.425
H 4.57 -0.26 -0.71 -0.235
H 6.17 -0.26 -1.31 0.593
H 4.46 -0.23 -3.13 0.130
H 6.62 0.76 -3.62 0.338
H 5.93 2.31 -3.18 0.378
H 4.99 0.40 -5.38 0.472
H 5.75 1.96 -5.58 0.403
H 2.92 1.11 -6.54 0.320
H 3.89 2.48 -6.86 0.439
H 2.25 2.59 -6.05 -0.206
C -5.92 -2.30 4.87 -0.287
O -5.60 -3.66 4.55 -0.361
C -4.55 -4.16 5.34 -1.056
C -3.24 -3.38 5.37 0.539
N -2.63 -3.21 4.05 -0.480
C -1.67 -2.08 4.09 0.256
C -1.04 -1.92 2.73 0.534
O -2.01 -1.39 1.85 -0.470
C -1.55 -1.43 0.52 -0.001
H -6.47 -2.30 5.81 0.325
H -6.51 -1.97 4.01 0.319
H -5.05 -1.64 4.89 -0.159
H -4.22 -5.08 4.85 0.403
H -4.82 -4.43 6.37 0.385
H -2.54 -4.02 5.93 0.543
H -3.37 -2.42 5.88 -0.798
H -3.39 -2.92 3.43 0.430
H -0.98 -2.26 4.92 0.519
H -2.26 -1.20 4.40 -0.670
H -0.71 -2.90 2.36 0.378
H -0.19 -1.23 2.75 -0.306
H -0.47 -1.27 0.49 -0.058
H -1.94 -0.74 -0.23 -0.363
H -1.73 -2.41 0.06 0.588
C 1.66 -1.55 7.38 -0.808
O 0.54 -0.69 7.34 -0.468
C 0.36 0.07 6.15 1.879
C 1.40 1.20 6.14 -1.306
N 0.96 2.56 5.95 -0.264
C 0.21 2.85 4.73 -0.691
C 0.94 2.50 3.47 0.136
O 0.92 1.14 3.15 -0.161
C 1.35 0.84 1.83 0.201
H 2.60 -1.03 7.17 0.334
H 1.46 -2.44 6.77 0.250
H 1.71 -1.82 8.44 0.288
H -0.66 0.47 6.16 -0.936
H 0.41 -0.58 5.27 -0.183
H 2.12 1.00 5.34 0.268
H 1.99 1.22 7.06 0.589
H 0.60 3.04 6.76 0.281
H 0.02 3.93 4.79 0.403
H -0.81 2.44 4.70 -0.047
H 1.94 2.96 3.53 0.277
H 0.41 3.03 2.65 -0.277
H 0.53 1.11 1.15 -0.038
H 1.46 -0.24 1.82 -0.232
H 2.28 1.34 1.55 0.513

=====

no.,E_tot (eV),gap between HOMO and LUMO (eV),maximum force (eV/Å)
1,-997023.7192,10.08,2.957
2,-112363.5734,8.13,2.066